[1]
{
  "formula": "C31H21Br3N4O5S3W",
  "method": "ωB97M-V/def2-TZVPD",
  "total_energy_ha": -10772.4437,
  "homo_energy_ev": -13.246,
  "total_charge": 2,
  "de_lowest_kj_mol": 87.3,
  "symbols": ["W", "O", "C", "C", "C", "C", "C", "C", "C", "O", "N", "N", "C", "S", "C", "C", "S", "H", "H", "H", "H", "H", "H", "H", "H", "H", "Br", "C", "C", "C", "Br", "C", "C", "C", "C", "N", "C", "C", "O", "H", "H", "H", "H", "O", "C", "O", "C", "C", "C", "C", "C", "C", "S", "H", "H", "H", "H", "Br", "C", "C", "C", "C", "C", "N", "H", "H", "H", "H"],
  "coordinates": [[-0.608, -0.059, 0.634], [0.691, -3.710, -0.249], [1.641, -3.605, -1.219], [2.257, -4.727, -1.758], [3.242, -4.589, -2.719], [3.633, -3.329, -3.161], [3.025, -2.212, -2.627], [2.023, -2.332, -1.659], [1.435, -1.118, -1.103], [0.141, -1.167, -0.711], [2.040, 0.002, -1.025], [1.182, 1.016, -0.596], [1.795, 2.174, -0.655], [0.931, 3.669, -0.563], [2.417, 4.682, -0.338], [3.511, 4.078, -1.190], [3.494, 2.278, -0.962], [0.675, -4.612, 0.091], [1.968, -5.713, -1.412], [3.710, -5.475, -3.126], [4.402, -3.226, -3.912], [3.317, -1.222, -2.951], [2.678, 4.675, 0.721], [2.173, 5.697, -0.646], [4.494, 4.437, -0.889], [3.363, 4.292, -2.248], [-2.738, -1.656, 4.911], [-3.255, -2.125, 3.185], [-4.321, -3.037, 2.980], [-4.712, -3.409, 1.725], [-6.122, -4.628, 1.512], [-4.053, -2.884, 0.571], [-4.323, -3.190, -0.771], [-3.560, -2.607, -1.762], [-2.547, -1.716, -1.426], [-2.284, -1.380, -0.169], [-3.013, -1.975, 0.807], [-2.620, -1.606, 2.093], [-1.599, -0.732, 2.109], [-4.825, -3.444, 3.845], [-5.116, -3.884, -1.017], [-3.731, -2.838, -2.804], [-1.926, -1.274, -2.195], [2.737, -0.933, 2.730], [1.969, -0.086, 2.426], [0.893, -0.414, 1.605], [2.003, 1.346, 2.790], [3.142, 1.743, 3.494], [3.307, 3.051, 3.905], [2.316, 3.984, 3.618], [1.182, 3.604, 2.921], [1.007, 2.285, 2.504], [-0.571, 2.014, 1.743], [3.894, 0.995, 3.705], [4.193, 3.342, 4.452], [2.425, 5.009, 3.945], [0.409, 4.332, 2.709], [-3.762, 1.431, 0.965], [-2.933, 1.736, -0.689], [-3.604, 2.502, -1.625], [-3.036, 2.687, -2.871], [-1.816, 2.077, -3.141], [-1.205, 1.344, -2.154], [-1.734, 1.180, -0.919], [-4.561, 2.936, -1.374], [-3.544, 3.283, -3.616], [-1.338, 2.169, -4.105], [-0.259, 0.863, -2.339]]
}

=====

[2]
{
  "formula": "F8K5N4NaO16S8",
  "method": "ωB97M-V/def2-TZVPD",
  "total_energy_ha": -8568.9747,
  "homo_energy_ev": -12.312,
  "total_charge": 2,
  "symbols": ["Na", "K", "K", "K", "K", "K", "N", "S", "O", "O", "F", "S", "O", "O", "F", "N", "S", "O", "O", "F", "S", "O", "O", "F", "N", "S", "O", "O", "F", "S", "O", "O", "F", "N", "S", "O", "O", "F", "S", "O", "O", "F"],
  "coordinates": [[-0.132, 31.743, 13.851], [-0.861, 36.100, 10.742], [-6.179, 30.249, 11.463], [-1.596, 32.851, 17.281], [-5.583, 29.211, 15.916], [-5.437, 35.720, 15.088], [-9.384, 34.814, 10.757], [-8.062, 35.152, 11.489], [-8.152, 35.233, 12.928], [-7.164, 36.087, 10.874], [-7.311, 33.717, 11.299], [-10.260, 36.227, 10.919], [-9.710, 37.323, 10.203], [-10.826, 36.324, 12.218], [-11.466, 35.783, 10.008], [-4.173, 33.962, 13.484], [-4.021, 33.798, 11.896], [-4.588, 32.606, 11.363], [-2.737, 34.209, 11.380], [-4.921, 34.959, 11.488], [-3.706, 32.524, 14.074], [-2.360, 32.163, 13.712], [-4.680, 31.498, 14.218], [-3.526, 33.068, 15.559], [-0.728, 29.198, 14.023], [-2.102, 28.399, 13.812], [-3.240, 29.008, 14.459], [-2.052, 26.988, 13.773], [-2.256, 28.811, 12.279], [-0.603, 29.083, 15.673], [-0.627, 27.772, 16.190], [-1.305, 30.136, 16.361], [0.913, 29.537, 15.784], [-6.668, 32.764, 19.372], [-7.491, 31.559, 18.728], [-6.675, 30.477, 18.232], [-8.580, 31.961, 17.903], [-8.173, 31.055, 20.033], [-5.791, 33.287, 18.121], [-6.521, 33.853, 17.020], [-4.570, 32.565, 17.849], [-5.213, 34.570, 18.856]]
}

=====

[3]
{
  "formula": "C53H116Cl4Cu3N8O19P2",
  "method": "ωB97M-V/def2-TZVPD",
  "total_energy_ha": -11400.8294,
  "homo_energy_ev": -3.022,
  "total_charge": -1,
  "symbols": ["Cu", "Cu", "Cu", "C", "C", "C", "C", "C", "C", "N", "O", "C", "C", "C", "H", "H", "H", "H", "H", "H", "H", "H", "H", "H", "H", "H", "H", "H", "H", "H", "H", "H", "C", "C", "C", "C", "C", "C", "N", "O", "C", "C", "C", "H", "H", "H", "H", "H", "H", "H", "H", "H", "H", "H", "H", "H", "H", "H", "H", "H", "H", "C", "O", "O", "O", "C", "O", "N", "C", "C", "H", "H", "H", "H", "H", "H", "H", "C", "O", "N", "C", "C", "H", "H", "H", "H", "H", "H", "H", "C", "O", "N", "C", "C", "H", "H", "H", "H", "H", "H", "H", "C", "O", "N", "C", "C", "H", "H", "H", "H", "H", "H", "H", "C", "O", "N", "C", "C", "H", "H", "H", "H", "H", "H", "H", "C", "O", "N", "C", "C", "H", "H", "H", "H", "H", "H", "H", "Cl", "C", "C", "Cl", "H", "H", "H", "H", "Cl", "C", "C", "Cl", "H", "H", "H", "H", "C", "C", "O", "P", "O", "O", "C", "C", "O", "C", "C", "H", "H", "H", "H", "H", "H", "H", "H", "H", "H", "H", "H", "H", "H", "H", "C", "C", "O", "P", "O", "O", "C", "C", "O", "C", "C", "H", "H", "H", "H", "H", "H", "H", "H", "H", "H", "H", "H", "H", "H", "H"],
  "coordinates": [[-0.449, 5.148, 5.492], [5.490, 3.931, 6.460], [3.128, 4.614, 0.455], [3.023, -2.409, 4.620], [2.971, -2.370, 3.091], [2.290, -3.676, 2.716], [2.072, -3.907, 1.258], [1.129, -2.793, 0.792], [1.632, -1.354, 1.022], [2.098, -1.223, 2.497], [2.384, 0.109, 3.083], [0.374, -0.466, 0.714], [2.785, -1.053, 0.006], [4.440, -2.334, 2.570], [3.370, -3.392, 4.941], [2.027, -2.456, 5.059], [3.609, -1.623, 5.096], [1.325, -3.711, 3.221], [2.796, -4.534, 3.159], [1.504, -4.836, 1.191], [2.928, -3.908, 0.583], [0.233, -2.836, 1.411], [0.793, -2.978, -0.229], [-0.100, -0.806, -0.207], [0.776, 0.534, 0.547], [-0.387, -0.369, 1.487], [3.724, -0.605, 0.333], [2.492, -0.375, -0.795], [3.081, -1.953, -0.535], [5.035, -2.223, 3.478], [4.678, -1.423, 2.021], [4.712, -3.231, 2.014], [1.489, 3.406, 11.789], [1.196, 4.710, 12.546], [1.469, 4.450, 14.140], [1.131, 5.724, 14.909], [2.231, 6.735, 14.404], [2.163, 7.093, 12.894], [2.154, 5.788, 12.127], [2.135, 6.107, 10.725], [3.544, 7.801, 12.612], [1.099, 8.113, 12.696], [-0.325, 4.965, 12.361], [1.031, 3.480, 10.803], [1.137, 2.477, 12.237], [2.535, 3.104, 11.846], [2.479, 4.106, 14.363], [0.858, 3.633, 14.524], [1.285, 5.508, 15.966], [0.146, 6.146, 14.706], [3.165, 6.447, 14.887], [1.789, 7.566, 14.955], [4.467, 7.247, 12.778], [3.686, 8.763, 13.105], [3.490, 8.121, 11.572], [1.062, 8.905, 13.443], [0.087, 7.709, 12.728], [1.289, 8.601, 11.740], [-0.798, 5.785, 12.902], [-0.910, 4.076, 12.593], [-0.488, 5.085, 11.290], [-0.079, 9.054, 2.632], [-0.416, 10.027, 2.007], [-0.109, 9.226, 3.791], [0.040, 7.987, 2.095], [-3.777, -7.286, 7.040], [-4.156, -8.243, 6.378], [-4.205, -6.021, 6.842], [-3.762, -4.992, 7.756], [-5.007, -5.645, 5.707], [-3.117, -7.525, 7.887], [-4.475, -4.829, 8.565], [-3.946, -4.040, 7.258], [-2.761, -5.226, 8.116], [-5.962, -5.199, 5.984], [-4.379, -5.039, 5.054], [-5.301, -6.474, 5.063], [2.346, 5.438, -6.838], [1.768, 5.361, -5.743], [1.762, 5.316, -8.026], [2.519, 5.469, -9.300], [0.298, 4.973, -8.209], [3.412, 5.711, -6.867], [2.030, 6.008, -10.111], [2.762, 4.510, -9.759], [3.477, 5.963, -9.138], [-0.129, 5.437, -9.098], [0.315, 3.902, -8.409], [-0.312, 5.119, -7.317], [8.648, 0.943, -5.746], [8.286, 1.002, -6.913], [8.800, -0.201, -5.072], [9.682, -0.256, -3.919], [8.403, -1.486, -5.646], [9.072, 1.808, -5.212], [9.268, -0.856, -3.108], [9.801, 0.743, -3.500], [10.685, -0.642, -4.102], [7.685, -1.355, -6.455], [9.209, -2.101, -6.047], [7.973, -2.006, -4.789], [-7.043, 1.136, 6.908], [-5.935, 1.751, 6.796], [-7.838, 1.161, 7.998], [-7.605, 2.030, 9.172], [-8.993, 0.307, 8.019], [-7.518, 0.529, 6.121], [-8.406, 2.768, 9.221], [-6.710, 2.616, 8.963], [-7.506, 1.609, 10.172], [-9.942, 0.734, 8.345], [-9.171, -0.214, 7.078], [-8.898, -0.319, 8.906], [-6.444, -7.570, -5.335], [-6.799, -8.508, -6.017], [-7.269, -6.572, -4.864], [-8.752, -6.694, -5.220], [-6.897, -5.581, -3.860], [-5.396, -7.484, -5.007], [-9.306, -7.046, -4.350], [-8.812, -7.260, -6.149], [-9.208, -5.790, -5.626], [-5.812, -5.562, -3.764], [-7.199, -4.659, -4.357], [-7.564, -5.654, -3.001], [14.680, -5.055, 0.800], [15.063, -4.832, -0.330], [13.359, -5.369, 1.232], [12.441, -5.901, 0.177], [12.934, -5.409, 2.647], [15.336, -4.983, 1.681], [12.039, -6.880, 0.441], [12.881, -5.980, -0.817], [11.501, -5.361, 0.071], [13.738, -5.168, 3.342], [12.173, -4.636, 2.757], [12.679, -6.464, 2.743], [-2.459, -10.127, -0.246], [-1.789, -11.764, 0.327], [-0.913, -12.308, -0.823], [0.670, -11.486, -0.972], [-2.638, -12.425, 0.499], [-1.408, -11.633, 1.340], [-1.468, -12.292, -1.761], [-0.686, -13.370, -0.736], [4.484, -10.917, 7.665], [4.561, -11.910, 6.246], [3.295, -12.730, 6.013], [3.365, -13.863, 4.653], [5.389, -12.618, 6.289], [4.780, -11.286, 5.380], [2.658, -11.925, 5.646], [2.832, -13.319, 6.804], [-9.404, 4.586, -6.324], [-9.160, 6.047, -6.346], [-7.899, 6.293, -5.671], [-7.620, 7.676, -4.810], [-6.143, 7.935, -4.552], [-8.358, 8.820, -5.788], [-8.145, 10.221, -5.512], [-8.786, 11.036, -6.583], [-8.563, 7.537, -3.481], [-8.031, 7.701, -2.200], [-7.589, 6.364, -1.631], [-9.772, 4.145, -5.398], [-10.027, 4.288, -7.168], [-8.484, 4.032, -6.508], [-9.131, 6.412, -7.373], [-9.955, 6.656, -5.916], [-8.668, 10.346, -4.564], [-7.115, 10.556, -5.383], [-8.448, 10.731, -7.573], [-9.864, 10.897, -6.673], [-8.560, 12.100, -6.513], [-7.233, 8.420, -2.012], [-8.715, 8.062, -1.432], [-6.868, 6.343, -0.814], [-8.396, 5.779, -1.189], [-7.137, 5.684, -2.354], [0.415, 1.396, -16.194], [0.900, 1.953, -14.790], [1.313, 0.811, -14.036], [0.192, -0.299, -13.564], [-1.238, 0.144, -13.774], [0.707, -1.611, -14.320], [2.058, -2.188, -14.117], [2.495, -2.898, -15.411], [0.617, -0.648, -12.056], [0.036, -1.685, -11.259], [1.047, -2.159, -10.255], [0.525, 2.266, -16.841], [1.074, 0.595, -16.530], [-0.628, 1.088, -16.109], [1.767, 2.591, -14.960], [0.121, 2.461, -14.220], [2.660, -1.299, -13.931], [2.176, -2.802, -13.224], [1.909, -3.795, -15.611], [2.303, -2.237, -16.256], [3.556, -3.110, -15.278], [-0.893, -1.335, -10.808], [-0.189, -2.445, -12.008], [0.503, -2.218, -9.312], [1.363, -3.192, -10.398], [1.907, -1.488, -10.230]]
}

=====

[4]
{
  "formula": "C5H12N2O3",
  "method": "ωB97M-V/def2-TZVPD",
  "total_energy_ha": -532.9940,
  "homo_energy_ev": -10.090,
  "smiles": "CC(C)(C(=O)O)C(N)(N)O",
  "de_lowest_kj_mol": 0.0,
  "symbols": ["C", "C", "C", "C", "O", "O", "C", "N", "N", "O", "H", "H", "H", "H", "H", "H", "H", "H", "H", "H", "H", "H"],
  "coordinates": [[-1.528, -0.676, -0.905], [-0.216, -0.544, -0.127], [0.937, -1.155, -0.936], [-0.330, -1.371, 1.173], [-1.142, -2.243, 1.316], [0.553, -1.082, 2.125], [0.067, 0.953, 0.199], [1.354, 1.070, 0.899], [0.123, 1.727, -1.012], [-0.931, 1.485, 1.042], [-1.379, -0.454, -1.959], [-1.893, -1.696, -0.810], [-2.283, -0.008, -0.495], [0.642, -2.140, -1.289], [1.835, -1.265, -0.332], [1.158, -0.522, -1.792], [1.108, -0.295, 1.860], [1.412, 1.985, 1.336], [2.108, 0.995, 0.225], [-0.724, 1.608, -1.552], [0.197, 2.712, -0.776], [-1.067, 0.919, 1.810]]
}